--- P ---
A molecular structure, C7H8O2. Source: the Open Molecules 2025 dataset; level of theory: ωB97M-V/def2-TZVPD.

Geometry (Å):
C (2.07793, -0.14475, -0.06594)
C (0.65361, -0.02676, -0.04732)
C (-0.12300, 0.85253, -1.05004)
C (-1.20730, 0.75085, 0.05436)
C (-0.12707, 0.74317, 1.17801)
C (-1.61668, -0.73247, -0.09909)
C (-0.14858, -1.37333, -0.17927)
H (2.67193, 0.79233, -0.17362)
H (0.34046, 1.89661, -1.04450)
H (-0.31060, 0.37489, -2.03290)
H (-2.12327, 1.34734, 0.20170)
H (0.26955, 1.74227, 1.35808)
H (-0.43396, 0.11495, 2.00190)
H (-0.07853, -2.00702, 0.65652)
H (0.08789, -1.93075, -1.09416)
O (2.70740, -1.17269, 0.20414)
O (-2.63977, -1.22717, 0.13213)

Mulliken population analysis, charges in e, atoms 1 to 6: number 1, C, carries -0.5053; number 2, C, carries 0.8247; number 3, C, carries -0.6073; number 4, C, carries -0.2305; number 5, C, carries -0.7288; number 6, C, carries 0.2573


--- Q ---
C7H8O2 in the gas phase. Source: the Open Molecules 2025 dataset; level of theory: ωB97M-V/def2-TZVPD.

Geometry (Å):
C (-1.03026, 1.88904, -0.01781)
C (-2.53282, -0.46104, 0.27231)
C (0.78767, 0.55017, 0.80446)
C (-0.49921, 1.30291, 1.15500)
C (0.09889, -0.58390, 0.13694)
C (-1.25859, 0.15851, 0.40333)
C (0.34587, -0.87471, -1.45036)
O (-1.42676, 2.57763, -0.87354)
O (-2.71605, -1.50912, -0.31193)
H (-3.52293, 0.13235, 0.67456)
H (1.48505, 1.12396, 0.15381)
H (1.22385, 0.30143, 1.72919)
H (-0.63160, 1.48330, 2.22646)
H (0.02069, -1.57728, 0.72134)
H (-0.34461, -1.65031, -1.66136)
H (1.30724, -1.20250, -1.67538)
H (0.12436, 0.11948, -1.75416)

Values from the calculation:
SMILES   C[C@H]1C[C@H]2C(=O)[C@@]12C=O

Mulliken population analysis, charges in e, atoms 1 to 6: number 1, C, carries 0.2230; number 2, C, carries -0.3521; number 3, C, carries -0.7851; number 4, C, carries -0.0983; number 5, C, carries 0.2125; number 6, C, carries 0.3140


--- R ---
A molecular structure, C7H8O2. Source: the Open Molecules 2025 dataset; level of theory: ωB97M-V/def2-TZVPD.

Geometry (Å):
C (0.80526, 1.56680, 1.66593)
C (0.42823, 0.68109, 0.54073)
C (1.13859, -0.06808, -0.28626)
C (0.11403, -0.90145, -0.99423)
C (-0.96334, 0.09884, -1.28097)
C (-1.01110, 0.22602, 0.27292)
C (-0.69315, -1.31833, 0.29915)
H (1.89643, 1.82370, 1.58392)
H (0.16781, 2.47710, 1.61596)
H (0.63381, 1.11179, 2.68170)
H (2.20085, -0.23083, -0.33915)
H (0.03131, -2.58423, -1.91189)
H (-1.85707, -0.33151, -1.66668)
H (-0.71084, 0.96103, -1.90593)
H (-1.86920, 0.63101, 0.78146)
O (0.61987, -1.81401, -1.93869)
O (-0.93149, -2.32895, 0.88203)

Mulliken population analysis, charges in e, atoms 1 to 6: number 1, C, carries -1.1844; number 2, C, carries 0.3685; number 3, C, carries -0.7542; number 4, C, carries 0.3422; number 5, C, carries -0.4924; number 6, C, carries -0.3658


The structure with the least stability is Q.


--- P ---
C2H6N2OS in the gas phase. Source: the Open Molecules 2025 dataset; level of theory: ωB97M-V/def2-TZVPD.

Geometry (Å):
C (-1.28372, -0.90085, 0.38299)
C (0.25350, 1.04655, -0.18638)
H (-2.32400, -0.90546, 0.95133)
H (-1.07811, -1.82320, -0.06651)
H (-0.61641, -0.49685, 1.22392)
H (-0.03452, 2.86959, -0.23233)
H (2.08973, 0.39042, -0.11320)
H (1.22647, -1.83815, -0.39518)
N (0.58404, 2.15888, -0.02494)
N (1.16947, 0.03587, 0.12570)
O (1.29722, -1.05905, -0.86949)
S (-1.28367, 0.52226, -0.79590)

Values from the calculation:
SMILES   [H]/N=C(/NO)SC

Mulliken population analysis, charges in e, atoms 1 to 6: number 1, C, carries -0.7446; number 2, C, carries 0.3046; number 3, H, carries 0.3250; number 4, H, carries 0.2442; number 5, H, carries 0.3021; number 6, H, carries 0.2796


--- Q ---
C2H6N2OS in the gas phase. Source: the Open Molecules 2025 dataset; level of theory: ωB97M-V/def2-TZVPD.

Geometry (Å):
C (-1.21374, -0.95272, 0.14934)
C (-0.19437, 0.15160, 0.24608)
H (-0.73437, -1.93321, 0.19941)
H (-1.86724, -0.85325, 0.98221)
H (-1.79006, -0.86186, -0.79926)
H (1.46079, 1.02496, -0.57437)
H (1.69848, -1.61688, -1.73981)
H (0.50212, 2.51465, 1.92838)
N (0.82857, 0.23000, -0.66343)
N (-0.31339, 0.97808, 1.22743)
O (0.72260, 1.94027, 1.16539)
S (0.90059, -0.62163, -2.12138)

Values from the calculation:
SMILES   C/C(=N/O)NS

Mulliken population analysis, charges in e, atoms 1 to 6: number 1, C, carries -1.0078; number 2, C, carries 0.7239; number 3, H, carries 0.2838; number 4, H, carries 0.3205; number 5, H, carries 0.2986; number 6, H, carries 0.3194


The structure with the least stability is P.


--- P ---
C2H6N2OS in the gas phase. Source: the Open Molecules 2025 dataset; level of theory: ωB97M-V/def2-TZVPD.

Geometry (Å):
C (1.89543, -0.79004, 0.30456)
C (-0.45679, 0.76928, -0.10640)
H (1.62884, -1.58957, -0.38860)
H (2.98666, -0.66054, 0.32641)
H (1.52176, -1.00583, 1.29902)
H (-0.92292, 2.56198, 0.19872)
H (-0.71008, -0.91809, -1.18168)
H (-2.62535, 0.29765, -0.04048)
N (-1.31650, 1.62640, 0.30040)
N (-0.98704, -0.53931, -0.22157)
O (-2.37302, -0.60848, -0.13041)
S (1.35900, 0.85656, -0.35997)

Values from the calculation:
SMILES   [H]/N=C(/NO)SC

Mulliken population analysis, charges in e, atoms 1 to 6: number 1, C, carries -0.7500; number 2, C, carries 0.4826; number 3, H, carries 0.2527; number 4, H, carries 0.2921; number 5, H, carries 0.3074; number 6, H, carries 0.2385


--- Q ---
2 unconnected molecules or ions with the total composition C2H6N2OS. Source: the Open Molecules 2025 dataset; level of theory: ωB97M-V/def2-TZVPD.

Geometry (Å):
C (2.21619, -0.15986, -0.09420)
C (-0.23260, 1.55939, 0.31563)
N (1.64567, -0.97048, 0.55209)
N (-1.32738, -1.18161, -0.56691)
O (2.97405, 0.58889, -0.54993)
S (-1.49796, 0.62824, -0.18738)
H (0.32511, 1.98277, -0.54285)
H (0.43377, 1.20825, 1.15136)
H (-1.64270, 0.05986, 1.01403)
H (0.65866, -1.06748, 0.73270)
H (-1.27514, -1.31558, -1.59656)
H (-2.27768, -1.33238, -0.22796)

Mulliken population analysis, charges in e, atoms 1 to 6: number 1, C, carries 0.6412; number 2, C, carries -0.7634; number 3, N, carries -0.4969; number 4, N, carries -0.6721; number 5, O, carries -0.4216; number 6, S, carries 0.0741


--- R ---
C2H6N2OS in the gas phase. Source: the Open Molecules 2025 dataset; level of theory: ωB97M-V/def2-TZVPD.

Geometry (Å):
C (-0.18973, 2.25999, -0.52389)
C (0.03009, 0.76558, -0.49970)
H (0.68916, 2.74950, -0.10943)
H (-1.07463, 2.58923, 0.06442)
H (-0.35202, 2.65158, -1.51299)
H (0.64338, 1.06073, 1.44474)
H (0.55591, -2.05271, 1.35541)
H (0.37541, -1.47543, -2.42676)
N (0.35348, 0.27861, 0.81117)
N (0.07865, 0.14195, -1.61647)
O (0.44566, -1.19777, -1.49980)
S (-0.40435, -1.06488, 1.56010)

Values from the calculation:
SMILES   C/C(=N/O)NS

Mulliken population analysis, charges in e, atoms 1 to 6: number 1, C, carries -1.0841; number 2, C, carries 0.6715; number 3, H, carries 0.3165; number 4, H, carries 0.2833; number 5, H, carries 0.3274; number 6, H, carries 0.2835


--- S ---
A molecular structure, C2H6N2OS. Source: the Open Molecules 2025 dataset; level of theory: ωB97M-V/def2-TZVPD.

Geometry (Å):
C (0.13832, 0.83776, -0.94004)
C (-0.09542, -0.32215, 0.07977)
H (-1.09468, 2.39199, -0.52240)
H (0.81749, 0.71634, -1.87219)
H (0.65035, 1.54285, -0.29086)
H (-1.89627, -0.25869, -0.45761)
H (1.93813, -0.56177, 0.50482)
H (0.32852, -2.64831, 1.38384)
N (-1.28737, -0.81337, 0.25260)
N (0.98801, -0.61093, 0.95723)
O (-1.24781, 1.34332, -1.27619)
S (0.76074, -1.61705, 2.18103)

Mulliken population analysis, charges in e, atoms 1 to 6: number 1, C, carries -0.5267; number 2, C, carries 0.5768; number 3, H, carries 0.3823; number 4, H, carries 0.2682; number 5, H, carries 0.3098; number 6, H, carries 0.3213


The structure with the least stability is S.


--- P ---
C2F3N in the gas phase. Source: the Open Molecules 2025 dataset; level of theory: ωB97M-V/def2-TZVPD.

Geometry (Å):
C (1.39411, 0.40186, 0.25737)
C (-0.04904, 0.26474, -0.02475)
N (-0.72302, -0.82348, -0.00219)
F (2.10361, -0.60733, -0.13964)
F (-0.65255, 1.45486, -0.09918)
F (-2.07311, -0.69065, 0.00838)

Computed Mulliken charges, given in elementary charges: number 1, C, carries -0.1763; number 2, C, carries 0.7683; number 3, N, carries -0.2424; number 4, F, carries -0.0704; number 5, F, carries -0.1703; number 6, F, carries -0.1089


--- Q ---
2 unconnected molecules or ions with the total composition C2F3N. Source: the Open Molecules 2025 dataset; level of theory: ωB97M-V/def2-TZVPD.

Geometry (Å):
C (1.63266, 0.13643, -0.05415)
C (-1.62066, -0.24903, 0.56161)
N (2.12100, -0.88286, 0.05170)
F (1.06321, 1.26180, -0.11784)
F (-1.23336, -1.09394, -0.35010)
F (-1.96286, 0.82759, -0.09122)

Computed Mulliken charges, given in elementary charges: number 1, C, carries 0.4741; number 2, C, carries 0.1242; number 3, N, carries -0.2810; number 4, F, carries -0.1804; number 5, F, carries -0.0646; number 6, F, carries -0.0723


The structure with the least stability is P.


--- P ---
A gas-phase ion, C6H8NO (charge +1). Source: the Open Molecules 2025 dataset; level of theory: ωB97M-V/def2-TZVPD.

Geometry (Å):
C (-0.16988, -1.41271, -1.10318)
C (1.18859, 1.67918, 0.01496)
C (1.62998, 0.58240, 0.96267)
C (-0.95627, 0.24347, 0.45230)
C (-1.41281, -0.97098, -0.35126)
C (0.48424, 0.38132, -0.09356)
N (0.78231, -0.54575, -0.98115)
O (-2.62979, -1.39195, -0.42094)
H (-0.05530, -2.32953, -1.66939)
H (0.68251, 2.60301, 0.13087)
H (2.02349, 1.75574, -0.83134)
H (2.50087, -0.07979, 0.76243)
H (1.34845, 0.45400, 2.00487)
H (-1.58783, 1.21387, 0.46397)
H (-0.81235, -0.02176, 1.47176)
H (-3.01621, -2.16052, -0.81300)

Values from the calculation:
Total charge   +1

Mulliken population analysis, charges in e, atoms 1 to 6: number 1, C, carries -0.4466; number 2, C, carries -0.7471; number 3, C, carries -0.7911; number 4, C, carries -0.6713; number 5, C, carries 0.6017; number 6, C, carries 1.1514


--- Q ---
2 unconnected molecules or ions with the total composition C6H8NO. Source: the Open Molecules 2025 dataset; level of theory: ωB97M-V/def2-TZVPD.

Geometry (Å):
C (1.47920, 0.89235, -2.59784)
C (-1.22410, -1.99034, 2.78526)
C (0.73608, 0.10117, -1.92874)
C (-0.99503, -0.88093, 3.23763)
C (0.36924, 0.29245, -0.43163)
C (-0.96969, 0.76445, -0.18279)
N (1.06070, -0.21879, 0.44070)
O (1.90400, -0.64041, 1.11618)
H (1.85540, 1.88231, -2.19963)
H (1.75986, 0.54523, -3.63127)
H (-1.14433, -2.91673, 2.29076)
H (0.35673, -0.75480, -2.30896)
H (-1.15603, 0.00096, 3.77055)
H (-1.33372, 0.61245, 0.85461)
H (-1.67168, 0.41977, -1.03552)
H (-1.02664, 1.89086, -0.17932)

Values from the calculation:
Total charge   +1

Mulliken population analysis, charges in e, atoms 1 to 6: number 1, C, carries -0.5395; number 2, C, carries -0.1488; number 3, C, carries -0.2728; number 4, C, carries -0.6431; number 5, C, carries 0.4232; number 6, C, carries -0.9472


The structure with the least stability is Q.


--- P ---
C2HClO in the gas phase. Source: the Open Molecules 2025 dataset; level of theory: ωB97M-V/def2-TZVPD.

Geometry (Å):
C (-1.90956, 0.79719, -0.08636)
C (-0.79678, 0.02792, -0.01168)
O (-2.85514, 1.41788, 0.16696)
Cl (-1.48837, -1.62286, 0.08068)
H (0.44810, -0.10624, 0.02243)

Values from the calculation:
SMILES   O=C=CCl

Computed Mulliken charges, given in elementary charges: number 1, C, carries 0.5784; number 2, C, carries -0.3698; number 3, O, carries -0.3170; number 4, Cl, carries -0.1780; number 5, H, carries 0.2864


--- Q ---
C2HClO in the gas phase. Source: the Open Molecules 2025 dataset; level of theory: ωB97M-V/def2-TZVPD.

Geometry (Å):
C (-1.99077, -0.23871, 0.54940)
C (-1.73280, -1.48134, -0.48278)
O (-0.77066, -1.96051, -0.87338)
Cl (-3.06947, 0.95138, 0.61121)
H (-1.08976, 0.27615, -0.19077)

Values from the calculation:
SMILES   O=C=CCl

Computed Mulliken charges, given in elementary charges: number 1, C, carries -0.1083; number 2, C, carries 0.3073; number 3, O, carries -0.2344; number 4, Cl, carries -0.0748; number 5, H, carries 0.1101


--- R ---
C2HClO in the gas phase. Source: the Open Molecules 2025 dataset; level of theory: ωB97M-V/def2-TZVPD.

Geometry (Å):
C (-0.20752, 0.56036, 0.22441)
C (-0.30012, 1.89579, 0.26267)
O (-1.35785, 1.37351, -0.43466)
Cl (0.13772, 3.33721, 0.98905)
H (0.26657, -0.26205, -0.22618)

Values from the calculation:
SMILES   ClC1=CO1

Computed Mulliken charges, given in elementary charges: number 1, C, carries -0.2535; number 2, C, carries 0.4779; number 3, O, carries -0.3874; number 4, Cl, carries -0.0891; number 5, H, carries 0.2521


The structure with the least stability is R.